Entry 1:
DFT (ωB97M-V/def2-TZVPD) results for a structure of composition C35H38FN3O3SiSn.

Element x y z (Å)
C  0.583  2.403  1.153
C  1.154  2.600  -0.138
C  0.084  2.696  -1.068
H  2.219  2.634  -0.349
C  -1.138  2.553  -0.376
C  -0.840  2.378  1.003
H  -1.559  2.283  1.810
H  1.143  2.323  2.085
H  0.196  2.787  -2.127
H  -2.127  2.548  -0.798
Sn  1.734  -0.613  -0.835
C  -2.098  -2.400  -1.868
H  -1.676  -2.103  -0.846
H  -2.319  -3.482  -2.014
H  -2.992  -1.880  -2.205
Si  0.722  -0.162  -3.649
C  1.828  -1.094  -4.771
C  2.814  -0.188  -5.232
H  2.893  0.783  -4.723
C  3.507  -0.463  -6.421
H  4.178  0.306  -6.814
C  3.346  -1.693  -7.077
H  3.913  -1.883  -7.994
C  2.519  -2.674  -6.513
H  2.504  -3.662  -6.998
C  1.764  -2.398  -5.343
H  1.068  -3.168  -4.963
C  -0.790  0.184  -4.826
C  -0.734  0.193  -6.256
H  0.193  -0.074  -6.754
C  -1.755  0.730  -7.081
H  -1.632  0.894  -8.178
C  -2.925  1.168  -6.434
H  -3.722  1.605  -7.048
C  -3.125  1.038  -5.039
H  -4.078  1.396  -4.581
C  -2.048  0.544  -4.264
H  -2.171  0.568  -3.181
H  1.205  1.096  -3.045
H  -1.259  -2.109  -2.486
F  -0.691  1.829  5.336
C  -0.329  0.505  5.137
C  -0.281  0.077  3.817
C  0.127  -1.246  3.503
C  0.361  -1.673  2.114
O  0.180  -0.884  1.121
C  0.980  -2.949  1.929
C  1.135  -3.784  3.028
N  0.806  -3.433  4.323
C  0.918  -4.401  5.360
C  0.847  -5.825  5.030
C  2.185  -5.247  5.374
C  0.417  -2.107  4.601
C  0.357  -1.657  5.934
C  -0.045  -0.343  6.242
N  -0.140  0.050  7.582
C  0.900  -0.357  8.475
C  0.367  -0.545  9.906
N  -0.335  0.667  10.274
C  -1.414  1.101  9.384
C  -0.812  1.259  7.986
C  1.134  -3.517  0.575
O  1.061  -4.731  0.420
O  1.384  -2.678  -0.410
H  -0.586  0.727  2.990
H  1.525  -4.807  2.957
H  0.446  -4.125  6.297
H  0.392  -6.455  5.778
H  0.666  -6.104  4.005
H  2.905  -5.134  4.548
H  2.589  -5.502  6.358
H  0.648  -2.354  6.716
H  1.689  0.427  8.520
H  1.373  -1.270  8.088
H  -0.354  -1.358  9.975
H  1.175  -0.730  10.618
H  -0.708  0.566  11.202
H  0.354  1.406  10.257
H  -1.818  2.045  9.758
H  -2.197  0.337  9.439
H  -0.090  2.102  8.011
H  -1.612  1.506  7.283

The multiplicity is 1. Its charge is 0. The energy comes out at -63943.148 eV. The HOMO energy comes out at -4.62 eV.

Results of the Mulliken charge analysis, in e, for atoms 1 through 8: -0.06 -1.43 -0.31 0.53 -0.83 -0.66 0.49 0.35

Entry 2:
DFT (ωB97M-V/def2-TZVPD) results for a structure of composition C35H38I2N8O2S3Sm.

Element x y z (Å)
Sm  0.330  0.068  -0.222
C  -3.718  1.320  1.902
C  -2.803  0.438  1.095
N  -1.518  0.570  1.203
N  -1.094  1.308  2.292
C  0.024  1.945  2.303
S  1.074  2.380  0.991
S  0.594  2.541  3.856
C  -0.690  1.941  4.994
C  -1.908  2.822  5.145
C  -2.707  2.652  6.273
C  -3.860  3.403  6.444
C  -4.229  4.339  5.489
C  -3.433  4.523  4.370
C  -2.279  3.769  4.199
C  -3.412  -0.579  0.227
C  -4.732  -0.962  0.515
C  -5.402  -1.922  -0.211
C  -4.762  -2.534  -1.282
C  -3.469  -2.180  -1.595
C  -2.763  -1.220  -0.856
O  -1.528  -0.902  -1.236
H  -4.064  0.809  2.805
H  -4.588  1.600  1.310
H  -3.190  2.211  2.222
H  -0.183  1.822  5.952
H  -0.976  0.958  4.619
H  -2.422  1.927  7.028
H  -4.468  3.261  7.328
H  -5.126  4.929  5.625
H  -3.706  5.260  3.626
H  -1.657  3.934  3.329
H  -5.240  -0.502  1.351
H  -6.419  -2.184  0.049
H  -5.274  -3.281  -1.876
H  -2.959  -2.652  -2.427
N  -0.548  -1.312  -3.513
C  -0.125  0.099  -3.471
C  -1.242  1.070  -3.807
C  -0.886  2.388  -3.115
N  -0.957  2.161  -1.659
C  0.508  2.857  -3.554
C  1.613  1.793  -3.499
N  1.975  1.496  -2.097
C  1.158  0.490  -4.177
H  -1.149  -1.347  -2.539
H  0.265  -1.921  -3.363
H  -1.029  -1.579  -4.365
H  0.103  0.260  -2.428
H  -2.201  0.708  -3.426
H  -1.327  1.215  -4.886
H  -1.599  3.159  -3.423
H  -1.933  2.023  -1.410
H  -0.649  2.993  -1.164
H  0.808  3.723  -2.957
H  0.427  3.201  -4.587
H  2.475  2.188  -4.045
H  2.233  2.360  -1.631
H  2.803  0.908  -2.097
H  1.925  -0.275  -4.038
H  1.008  0.644  -5.247
I  2.529  -3.535  -3.531
C  2.867  -3.355  -1.462
C  3.658  -4.299  -0.806
C  3.860  -4.196  0.542
I  5.035  -5.667  1.488
C  3.312  -3.116  1.269
C  3.480  -2.918  2.658
C  2.957  -1.810  3.262
C  2.253  -0.880  2.488
N  2.044  -1.032  1.198
C  2.547  -2.141  0.579
C  2.257  -2.280  -0.824
O  1.480  -1.434  -1.448
H  4.100  -5.110  -1.367
H  4.031  -3.648  3.235
H  3.083  -1.638  4.321
H  1.855  0.019  2.950
S  -0.490  -2.363  1.928
C  -1.895  -3.148  2.354
N  -2.160  -3.301  3.703
C  -3.231  -3.972  4.168
C  -4.098  -4.535  3.287
C  -3.796  -4.364  1.920
N  -2.756  -3.704  1.476
H  -1.486  -2.891  4.333
H  -3.349  -4.034  5.241
H  -4.969  -5.080  3.615
H  -4.439  -4.796  1.160

The multiplicity is 6. Its charge is +1. The energy comes out at -119538.723 eV. The HOMO energy (alpha / beta) comes out at -9.86 / -9.87 eV.

Results of the Mulliken charge analysis, in e, for atoms 1 through 8: 0.14 -1.92 0.33 0.58 -0.58 0.38 -0.61 -0.15

Entry 3:
DFT (ωB97M-V/def2-TZVPD) results for a structure of composition C35H38IrN5O2P2Si2.

Element x y z (Å)
Ir  -0.075  -2.367  0.587
C  2.605  -4.197  -0.672
Si  2.904  -2.420  -1.300
C  4.812  -2.173  -1.380
C  2.147  -2.023  -3.006
N  2.333  -1.390  -0.037
P  1.705  0.086  0.053
C  0.012  -0.309  0.233
P  -1.660  0.209  0.107
N  -2.350  -1.175  0.547
Si  -3.760  -1.985  -0.058
C  -3.609  -2.570  -1.877
C  -3.999  -3.445  1.126
C  -5.170  -0.674  -0.003
C  -2.068  1.524  1.281
C  -2.563  1.140  2.522
C  -2.947  2.108  3.432
C  -2.833  3.449  3.099
C  -2.314  3.829  1.871
C  -1.916  2.868  0.959
C  -2.060  0.724  -1.585
C  -1.390  0.064  -2.611
C  -1.663  0.387  -3.926
C  -2.620  1.349  -4.216
C  -3.317  1.974  -3.194
C  -3.041  1.664  -1.873
C  2.376  0.876  1.540
C  1.867  2.097  1.968
C  2.436  2.714  3.068
C  3.503  2.117  3.723
C  4.006  0.900  3.288
C  3.441  0.272  2.193
C  2.125  1.232  -1.292
C  3.485  1.332  -1.568
C  3.913  2.112  -2.625
C  2.985  2.796  -3.397
C  1.637  2.740  -3.084
C  1.201  1.961  -2.025
H  3.401  -4.863  -0.982
H  1.676  -4.597  -1.066
H  2.551  -4.221  0.414
H  5.242  -2.969  -1.976
H  5.247  -2.209  -0.389
H  5.050  -1.224  -1.844
H  2.630  -2.596  -3.792
H  2.250  -0.966  -3.246
H  1.087  -2.266  -3.019
H  -2.759  -3.237  -1.971
H  -3.465  -1.740  -2.562
H  -4.499  -3.113  -2.173
H  -3.086  -4.026  1.211
H  -4.778  -4.110  0.770
H  -4.274  -3.108  2.121
H  -5.165  -0.056  -0.895
H  -5.067  -0.032  0.864
H  -6.125  -1.182  0.054
H  -2.656  0.086  2.744
H  -3.335  1.819  4.397
H  -3.145  4.204  3.803
H  -2.225  4.875  1.620
H  -1.513  3.159  -0.001
H  -0.656  -0.691  -2.354
H  -1.123  -0.106  -4.721
H  -2.828  1.608  -5.243
H  -4.072  2.710  -3.421
H  -3.581  2.146  -1.073
H  1.036  2.549  1.441
H  2.047  3.660  3.415
H  3.944  2.602  4.580
H  4.837  0.440  3.799
H  3.802  -0.681  1.829
H  4.187  0.795  -0.942
H  4.968  2.189  -2.842
H  3.320  3.379  -4.242
H  0.921  3.302  -3.665
H  0.153  1.923  -1.769
N  0.384  -1.993  2.375
C  0.735  -1.412  3.330
C  1.038  -0.654  4.412
C  0.294  0.528  4.553
N  -0.320  1.496  4.612
C  2.062  -0.965  5.316
N  2.900  -1.223  6.057
O  -0.709  -4.035  -0.313
O  -0.519  -2.990  -1.085

The multiplicity is 2. Its charge is +1. The energy comes out at -85617.535 eV. The HOMO energy (alpha / beta) comes out at -10.84 / -10.94 eV.

Results of the Mulliken charge analysis, in e, for atoms 1 through 8: 0.99 -1.27 0.18 -1.28 -0.74 -0.22 0.46 -0.81

Entry 4:
DFT (ωB97M-V/def2-TZVPD) results for a structure of composition C35H38IrN7OSe.

Element x y z (Å)
Ir  -0.066  -0.251  -0.502
C  -3.403  -0.365  1.750
C  -2.352  0.162  2.671
C  -2.350  -0.157  4.024
C  -1.394  0.368  4.883
C  -0.449  1.267  4.414
C  -0.415  1.616  3.071
C  0.518  2.655  2.548
C  -1.354  1.029  2.196
N  -1.221  1.302  0.837
C  -1.828  2.252  0.210
C  -2.795  3.187  0.832
C  -1.486  2.369  -1.207
C  -1.714  3.634  -1.945
N  -0.972  1.305  -1.739
C  -0.653  1.225  -3.100
C  -1.657  0.834  -4.021
C  -3.057  0.608  -3.564
C  -1.324  0.776  -5.375
C  -0.047  1.095  -5.806
C  0.925  1.479  -4.890
C  0.648  1.534  -3.530
C  1.682  1.938  -2.527
H  -3.729  -1.349  2.073
H  -3.031  -0.418  0.727
H  -4.277  0.287  1.755
H  -3.116  -0.807  4.417
H  -1.404  0.097  5.926
H  0.258  1.716  5.095
H  1.368  2.801  3.208
H  -0.017  3.605  2.488
H  0.858  2.404  1.543
H  -2.984  2.924  1.869
H  -3.738  3.191  0.287
H  -2.405  4.204  0.802
H  -1.276  4.473  -1.406
H  -2.780  3.846  -2.043
H  -1.275  3.587  -2.939
H  -3.092  0.173  -2.566
H  -3.603  -0.027  -4.255
H  -3.586  1.562  -3.530
H  -2.088  0.511  -6.090
H  0.190  1.060  -6.857
H  1.908  1.750  -5.242
H  2.681  1.866  -2.948
H  1.611  1.294  -1.640
H  1.532  2.971  -2.210
C  3.578  0.393  2.253
C  2.683  0.450  1.181
N  1.581  -0.270  1.128
C  1.306  -1.135  2.127
C  2.126  -1.223  3.279
C  3.281  -0.422  3.321
C  1.787  -2.141  4.317
C  0.739  -2.989  4.180
C  -0.073  -2.966  3.008
C  -1.140  -3.862  2.812
C  -1.880  -3.787  1.654
C  -1.557  -2.814  0.704
N  -0.569  -1.953  0.867
C  0.186  -2.016  1.990
H  4.484  0.980  2.225
H  2.881  1.099  0.340
H  3.934  -0.479  4.180
H  2.406  -2.161  5.203
H  0.507  -3.716  4.945
H  -1.368  -4.599  3.567
H  -2.702  -4.461  1.471
H  -2.120  -2.752  -0.220
C  5.005  -1.786  -2.532
N  3.602  -1.428  -2.553
C  2.675  -1.832  -1.684
N  3.032  -2.656  -0.682
O  1.491  -1.410  -1.791
H  5.495  -1.342  -3.393
H  5.148  -2.866  -2.590
H  5.482  -1.405  -1.627
H  3.279  -0.843  -3.310
H  3.924  -3.126  -0.710
H  2.300  -3.101  -0.152
Se  -0.451  -1.899  -3.585
C  -1.742  -3.127  -3.767
N  -2.554  -3.936  -3.853

The multiplicity is 2. Its charge is +3. The energy comes out at -117549.782 eV. The HOMO energy (alpha / beta) comes out at -16.36 / -16.23 eV.

Results of the Mulliken charge analysis, in e, for atoms 1 through 8: 3.29 -1.66 0.96 -0.73 -0.97 -0.75 0.94 -1.82

Entry 5:
DFT (ωB97M-V/def2-TZVPD) results for a structure of composition C35H39ClNO7PS3ScSe2.

Element x y z (Å)
Sc  -0.642  0.719  0.545
O  -4.287  3.121  2.990
C  -3.817  2.976  1.645
C  -2.766  4.040  1.337
C  -3.343  5.434  1.626
O  -4.590  5.703  0.999
C  -1.572  3.896  2.312
Se  0.061  3.008  1.712
C  -2.340  3.986  -0.141
Se  -2.263  2.232  -0.987
H  -5.229  2.939  2.988
H  -4.660  3.061  0.949
H  -3.393  1.974  1.508
H  -2.603  6.193  1.339
H  -3.524  5.528  2.697
H  -4.504  5.443  0.075
H  -1.946  3.442  3.233
H  -1.226  4.891  2.605
H  -1.364  4.470  -0.227
H  -3.039  4.549  -0.765
Cl  -1.597  -3.055  -1.378
C  -0.267  -2.986  -2.511
C  0.236  -4.202  -2.951
C  1.220  -4.230  -3.925
C  1.671  -3.029  -4.467
C  1.148  -1.831  -4.008
C  0.182  -1.785  -3.001
P  -0.569  -0.220  -2.390
C  -2.159  -0.352  -3.280
C  -2.218  -0.404  -4.673
C  -3.424  -0.580  -5.326
C  -4.592  -0.720  -4.583
C  -4.540  -0.683  -3.200
C  -3.327  -0.499  -2.548
C  0.340  1.081  -3.287
C  1.729  1.146  -3.194
C  2.427  2.180  -3.800
C  1.747  3.163  -4.504
C  0.365  3.109  -4.594
C  -0.333  2.076  -3.989
H  -0.161  -5.114  -2.530
H  1.618  -5.175  -4.266
H  2.427  -3.024  -5.240
H  1.513  -0.908  -4.437
H  -1.307  -0.309  -5.251
H  -3.455  -0.614  -6.407
H  -5.541  -0.859  -5.086
H  -5.447  -0.786  -2.620
H  -3.301  -0.456  -1.461
H  2.276  0.396  -2.644
H  3.504  2.219  -3.704
H  2.296  3.970  -4.971
H  -0.181  3.881  -5.119
H  -1.415  2.071  -4.032
C  3.402  -2.879  1.526
O  3.251  -1.559  1.010
C  2.001  -1.126  0.798
S  0.670  -2.043  1.153
S  1.965  0.456  0.127
H  4.476  -3.037  1.579
H  2.927  -3.605  0.866
H  2.946  -2.946  2.515
C  4.885  -1.028  5.181
C  3.555  -0.419  5.523
C  2.929  0.463  4.647
C  1.699  1.018  4.952
C  1.067  0.672  6.144
C  1.675  -0.208  7.027
C  2.915  -0.742  6.713
S  -0.489  1.416  6.555
O  -0.272  2.832  6.624
O  -1.034  0.685  7.667
N  -1.494  1.166  5.305
C  -1.978  -0.201  5.085
C  -2.770  -0.284  3.774
C  -1.875  -0.146  2.560
O  -2.333  -0.277  1.374
O  -0.676  0.157  2.709
H  5.467  -0.369  4.535
H  4.761  -1.976  4.654
H  5.472  -1.231  6.078
H  3.412  0.739  3.715
H  1.262  1.720  4.258
H  1.170  -0.472  7.945
H  3.393  -1.422  7.408
H  -1.101  1.599  4.481
H  -2.588  -0.464  5.945
H  -1.132  -0.903  5.030
H  -3.529  0.501  3.712
H  -3.283  -1.244  3.696

The multiplicity is 1. Its charge is -1. The energy comes out at -258467.839 eV. The HOMO energy comes out at -4.55 eV.

Results of the natural (NBO) charge analysis, in e, for atoms 1 through 8: 1.31 -0.75 -0.07 -0.14 -0.05 -0.73 -0.55 -0.37